Entry from the OMol25 dataset: a 3-piece molecular cluster, C23H43N2O11P overall (wB97M-V/def2-TZVPD).

```
! wB97M-V def2-TZVPD RIJCOSX def2/J DEFGRID3
* xyz 0 1
O 1.93 -3.86 1.74
C 1.87 -2.97 0.94
O 2.44 -3.02 -0.27
C 2.09 -1.99 -1.20
C 0.83 -2.34 -1.98
C -0.39 -1.51 -1.55
C -1.71 -1.99 -2.19
C -2.64 -2.65 -1.21
C -3.59 -2.05 -0.45
P -3.99 -0.26 -0.56
O -5.12 0.14 0.25
O -4.16 0.06 -2.12
O -2.59 0.49 -0.30
C -4.35 -2.86 0.56
O -4.94 -2.36 1.48
C -4.30 -4.34 0.44
C -3.39 -4.94 -0.31
C -2.41 -4.14 -1.06
O -1.44 -4.65 -1.57
H 1.35 -2.01 1.14
H 1.97 -1.05 -0.65
H 2.96 -1.89 -1.85
H 0.62 -3.40 -1.84
H 1.00 -2.18 -3.05
H -0.22 -0.47 -1.84
H -0.48 -1.52 -0.46
H -1.48 -2.72 -2.96
H -2.22 -1.17 -2.69
H -3.37 0.47 -2.49
H -2.32 0.39 0.62
H -5.00 -4.89 1.06
H -3.28 -6.02 -0.36
C -3.98 2.23 -4.85
O -2.74 2.57 -4.26
C -1.96 3.51 -5.00
C -1.89 4.83 -4.27
N -3.18 5.50 -4.26
C -3.26 6.68 -3.42
C -3.01 6.53 -1.93
O -4.01 5.81 -1.23
C -3.88 4.41 -1.26
H -4.37 1.39 -4.28
H -4.72 3.04 -4.80
H -3.86 1.91 -5.89
H -2.37 3.64 -6.00
H -0.95 3.10 -5.08
H -1.16 5.47 -4.79
H -1.49 4.64 -3.27
H -3.90 4.84 -3.99
H -4.26 7.10 -3.54
H -2.56 7.43 -3.81
H -3.01 7.54 -1.50
H -2.02 6.10 -1.72
H -2.83 4.10 -1.24
H -4.36 3.96 -2.14
H -4.38 4.02 -0.37
C 3.83 -4.17 4.50
O 4.70 -3.60 5.46
C 6.06 -3.49 5.06
C 6.43 -2.05 4.75
N 5.78 -1.59 3.53
C 5.90 -0.17 3.26
C 5.30 0.81 4.26
O 3.89 0.80 4.32
C 3.32 -0.19 5.14
H 2.89 -4.39 5.00
H 3.62 -3.50 3.66
H 4.24 -5.10 4.09
H 6.25 -4.13 4.19
H 6.67 -3.84 5.89
H 7.52 -1.99 4.61
H 6.18 -1.45 5.63
H 4.81 -1.86 3.54
H 5.42 0.02 2.30
H 6.96 0.08 3.14
H 5.58 1.82 3.94
H 5.71 0.67 5.27
H 3.93 -0.38 6.03
H 3.17 -1.14 4.62
H 2.34 0.17 5.47
*
```

Results
Maximum force ... 0.3 eV/A
SMILES ... O=COCCCCC1=C(P(=O)(O)O)C(=O)C=CC1=O.COCCNCCOC.COCCNCCOC
Gap between HOMO and LUMO ... 6.907 eV
Molar mass ... 554.57 g mol⁻¹

=====

Entry from the OMol25 dataset: C51H98Cl4CuN3O12S2 as an isolated structure (wB97M-V/def2-TZVPD).

```
! wB97M-V def2-TZVPD RIJCOSX def2/J DEFGRID3
* xyz 0 1
Cu 3.17 1.67 -0.45
C -5.83 4.32 -0.04
C -4.29 4.04 0.05
C -3.82 3.72 1.54
C -2.40 3.26 1.68
N -2.01 2.63 3.05
C -0.48 2.29 3.06
C -0.30 1.01 3.83
C -1.62 0.31 3.88
C -2.68 1.26 3.21
C -2.34 3.32 4.36
H -6.27 4.38 0.96
H -6.34 3.46 -0.46
H -6.20 5.00 -0.80
H -3.81 4.91 -0.41
H -3.92 3.19 -0.52
H -4.44 2.94 1.98
H -3.96 4.60 2.16
H -1.72 4.10 1.57
H -2.18 2.43 1.01
H 0.08 3.09 3.56
H -0.12 2.04 2.07
H 0.12 1.18 4.82
H 0.55 0.57 3.32
H -1.86 0.03 4.91
H -1.68 -0.68 3.42
H -3.74 1.17 3.43
H -2.79 0.95 2.18
H -1.89 4.32 4.33
H -1.98 2.70 5.18
H -3.42 3.44 4.32
C 5.69 3.49 4.83
C 5.47 2.21 5.64
C 4.15 2.42 6.46
C 3.52 1.19 6.98
C 3.09 0.31 5.87
C 4.32 -0.12 5.02
N 5.11 1.11 4.68
O 6.09 0.82 3.63
C 3.55 -0.66 3.68
C 5.13 -1.25 5.74
C 6.67 1.85 6.53
H 5.80 4.35 5.49
H 4.73 3.71 4.35
H 6.48 3.55 4.09
H 3.42 3.05 5.94
H 4.46 3.03 7.31
H 2.64 1.38 7.58
H 4.25 0.74 7.66
H 2.40 0.93 5.30
H 2.61 -0.59 6.25
H 2.74 -0.11 3.21
H 3.13 -1.65 3.87
H 4.22 -0.97 2.87
H 4.46 -2.03 6.10
H 5.60 -0.80 6.62
H 5.93 -1.65 5.12
H 6.30 1.13 7.27
H 7.05 2.72 7.08
H 7.47 1.42 5.93
C 0.63 -1.12 -4.12
C 0.47 0.07 -3.20
C -1.01 0.55 -2.93
C -1.83 -0.20 -1.84
C -0.91 -0.41 -0.59
C 0.54 -0.88 -0.85
N 1.15 -0.05 -1.89
O 2.59 -0.18 -1.99
C 0.47 -2.40 -1.04
C 1.24 -0.84 0.55
C 1.07 1.24 -4.04
H 1.61 -1.61 -4.11
H 0.36 -1.00 -5.17
H -0.10 -1.90 -3.96
H -1.48 0.27 -3.87
H -1.11 1.63 -2.92
H -2.26 -1.12 -2.23
H -2.64 0.46 -1.54
H -1.37 -1.13 0.08
H -0.89 0.58 -0.13
H 0.16 -3.01 -0.20
H 1.38 -2.80 -1.46
H -0.25 -2.68 -1.81
H 2.26 -1.22 0.58
H 0.75 -1.38 1.35
H 1.24 0.18 0.94
H 1.17 2.12 -3.40
H 0.46 1.47 -4.91
H 2.08 0.93 -4.32
C 5.04 0.93 -6.06
C 5.77 1.42 -4.85
C 6.95 0.49 -4.65
S 6.39 -1.17 -5.12
O 5.87 -1.91 -4.01
O 7.32 -1.83 -6.02
C 4.99 -0.57 -6.12
H 5.46 1.01 -7.06
H 4.01 1.25 -5.87
H 5.15 1.63 -3.97
H 6.19 2.37 -5.18
H 7.64 0.50 -3.80
H 7.60 0.72 -5.49
H 4.10 -0.82 -5.53
H 4.78 -1.21 -6.97
C -3.62 -5.32 2.92
C -5.00 -5.14 2.35
C -4.88 -3.82 1.64
S -4.21 -2.62 2.87
O -5.26 -2.05 3.75
O -3.31 -1.69 2.22
C -3.37 -4.04 3.74
H -2.80 -5.57 2.24
H -3.64 -6.22 3.53
H -5.70 -5.04 3.18
H -5.11 -6.04 1.75
H -5.77 -3.36 1.21
H -4.16 -3.86 0.82
H -4.01 -4.06 4.62
H -2.35 -3.76 4.02
O -3.47 5.33 -3.11
C -2.33 5.40 -2.64
O -1.76 4.24 -2.16
C -0.45 4.34 -1.59
C -0.15 5.85 -1.86
C -1.43 6.54 -2.33
H 0.18 3.52 -1.93
H -0.63 4.22 -0.52
H 0.52 5.93 -2.71
H 0.36 6.18 -0.96
H -1.35 7.04 -3.29
H -1.69 7.10 -1.43
O -0.13 -9.50 1.65
C 0.39 -8.41 1.39
O 1.63 -8.10 1.85
C 2.03 -6.68 1.79
C 0.90 -6.05 0.95
C -0.19 -7.17 0.72
H 3.01 -6.48 1.37
H 2.10 -6.31 2.81
H 1.29 -5.66 0.01
H 0.45 -5.22 1.49
H -0.21 -7.36 -0.35
H -1.23 -7.00 0.99
O -5.20 1.23 -5.04
C -4.34 1.98 -5.31
O -3.10 1.68 -5.30
C -2.37 2.58 -6.16
C -3.45 3.37 -6.93
C -4.51 3.41 -5.85
H -1.79 1.84 -6.72
H -1.74 3.29 -5.63
H -3.70 3.01 -7.93
H -3.09 4.37 -7.16
H -5.53 3.50 -6.22
H -4.28 4.17 -5.11
Cl -5.26 -2.25 -3.38
C -6.00 -0.75 -2.70
C -6.88 -1.19 -1.51
Cl -6.17 -0.93 0.14
H -6.63 -0.33 -3.49
H -5.20 -0.09 -2.37
H -7.17 -2.24 -1.52
H -7.79 -0.59 -1.56
Cl 2.61 -5.64 -2.69
C 1.74 -5.56 -4.24
C 0.21 -5.59 -4.19
Cl -0.42 -5.83 -5.86
H 2.09 -6.39 -4.85
H 2.13 -4.66 -4.72
H -0.10 -4.67 -3.70
H -0.06 -6.45 -3.57
*
```

Results
Maximum force ... 3.5 eV/A
Gap between HOMO and LUMO ... 2.763 eV
Molar mass ... 1214.85 g mol⁻¹

=====

Entry from the OMol25 dataset: a 2-piece molecular cluster, C2H5ClN2 overall (wB97M-V/def2-TZVPD).

```
! wB97M-V def2-TZVPD RIJCOSX def2/J DEFGRID3
* xyz 0 1
C 1.03 -0.81 0.56
C -1.21 1.00 0.09
N 1.66 -0.86 -0.47
N -0.90 -0.39 0.07
Cl 3.19 -1.45 -0.79
H 0.85 -1.16 1.56
H -0.46 1.61 -0.41
H -1.98 1.15 -0.77
H -1.41 1.39 1.06
H -0.76 -0.48 -0.90
*
```

Results
Maximum force ... 5.2 eV/A
Gap between HOMO and LUMO (alpha / beta) ... 8.707 / 8.705 eV
Molar mass ... 92.53 g mol⁻¹
ΔE to the lowest compared entry with this formula, charge and spin ... 108.4 kcal per mole